Formula: C5H11OS
Source: the Open Molecules 2025 dataset
Level of theory: ωB97M-V/def2-TZVPD

Values from the calculation:
Molar mass: 119.21 g/mol
Lowest unoccupied orbital energy: 3.249 eV
Net charge: -1
E_tot: -18245.67630 eV
Relative energy (zero: lowest compared OMol25 entry of this formula, charge and spin): 1.3122 eV

```
18
Properties=species:S:1:pos:R:3:forces:R:3:nbo_charge:R:1
C -0.427 -2.154 -0.652 -0.296 1.091 1.516 -0.695
C 0.695 -1.367 -1.194 0.377 0.916 -1.812 -0.209
C 0.725 -0.733 -2.390 0.780 -0.742 1.804 0.040
O 1.911 -0.040 -2.767 -1.266 -0.264 -0.378 -0.709
H -0.710 -1.609 0.328 0.109 -0.871 -1.230 0.295
H -1.252 -2.211 -1.348 -0.343 -0.238 -0.162 0.180
H -0.069 -3.131 -0.328 -0.163 -0.212 -0.147 0.202
H 1.543 -1.258 -0.528 0.160 0.035 -0.084 0.224
H -0.141 -0.713 -3.056 0.432 0.088 -0.070 0.153
H 1.804 0.178 -3.700 0.148 0.050 0.232 0.458
C -0.397 2.308 2.362 0.673 0.592 -1.031 -0.615
C -0.729 1.071 1.494 -1.132 0.569 0.210 -0.539
S 0.030 -0.396 2.183 0.407 -0.458 0.427 -0.678
H 0.705 2.481 2.227 -0.891 0.028 0.163 0.195
H -0.535 2.137 3.419 -0.278 -0.214 0.285 0.200
H -0.942 3.243 2.059 0.330 -0.644 0.132 0.161
H -0.365 1.303 0.482 -0.089 -0.199 0.022 0.171
H -1.847 0.892 1.409 1.039 0.472 0.123 0.165
```
Positions in Å, forces in eV/Å.

Formula: C5H11P
Source: the Open Molecules 2025 dataset
Level of theory: ωB97M-V/def2-TZVPD

Values from the calculation:
Molar mass: 102.12 g/mol
Lowest unoccupied orbital energy (spin up / spin down): -0.245 / 0.094 eV
Net charge: 0
E_tot: -14648.94426 eV
Relative energy (zero: lowest compared OMol25 entry of this formula, charge and spin): 2.3783 eV

```
17
Properties=species:S:1:pos:R:3:forces:R:3:nbo_charge:R:1
C 1.030 0.593 -0.791 0.910 1.477 -0.746 -0.486
C -0.402 0.909 -0.436 0.208 -0.767 1.441 -0.398
C 1.079 -0.646 -1.631 -0.638 -0.353 1.317 -0.336
C -0.931 -0.064 0.591 -0.027 -0.818 0.788 -0.520
C -0.181 0.046 1.929 -0.278 -1.451 1.110 -0.629
P -0.811 -1.857 0.125 0.988 0.079 -1.976 0.307
H 1.440 1.523 -1.339 -0.547 -1.359 0.230 0.225
H 1.636 0.656 0.155 -0.434 -0.798 -1.057 0.217
H -0.426 1.844 0.036 -0.113 1.787 0.562 0.200
H -1.129 0.908 -1.184 -0.572 0.141 -1.971 0.210
H 0.660 -0.574 -2.624 -0.465 0.047 0.028 0.186
H 1.907 -1.326 -1.615 0.372 -0.194 0.354 0.192
H -1.995 0.080 0.778 -0.103 0.366 -0.028 0.232
H 0.917 0.088 1.806 -0.630 0.140 0.120 0.207
H -0.374 -0.934 2.468 0.318 1.202 -0.194 0.218
H -0.541 0.851 2.601 0.282 -0.237 -0.594 0.218
H -1.882 -2.097 -0.871 0.728 0.739 0.616 -0.044
```
Positions in Å, forces in eV/Å.

Formula: C5H11PS
Source: the Open Molecules 2025 dataset
Level of theory: ωB97M-V/def2-TZVPD

Values from the calculation:
Molar mass: 134.18 g/mol
Lowest unoccupied orbital energy: 0.983 eV
Net charge: 0
E_tot: -25484.68460 eV
Relative energy (zero: lowest compared OMol25 entry of this formula, charge and spin): 2.7001 eV

```
18
Properties=species:S:1:pos:R:3:forces:R:3:nbo_charge:R:1
C 0.306 1.652 0.584 1.140 0.173 -0.972 -0.486
C -0.320 1.551 -0.724 -1.441 -2.909 -2.066 -0.319
C 1.077 0.407 0.760 0.904 -1.210 1.880 -0.658
C -1.298 -0.319 -0.496 2.443 3.907 2.797 -0.656
C 0.913 -2.278 -0.430 -3.226 -0.769 2.232 -0.892
P -0.073 -1.111 0.708 0.062 0.488 -1.422 0.747
S -2.935 0.075 0.043 -0.977 0.428 -1.015 -0.012
H 0.943 2.533 0.586 0.507 0.160 0.027 0.224
H -0.305 1.786 1.407 -1.952 0.332 1.467 0.211
H -1.125 2.301 -0.915 0.783 -0.820 -0.486 0.219
H 0.515 1.301 -1.524 -2.131 0.951 1.247 0.202
H 1.856 0.356 0.020 0.388 -0.325 -0.374 0.211
H 1.550 0.442 1.762 0.042 -0.329 -0.478 0.223
H -1.455 -0.818 -1.371 0.164 -1.150 -2.558 0.203
H 1.624 -2.671 0.224 1.312 -0.862 1.266 0.223
H 1.436 -1.945 -1.224 1.354 1.750 -2.799 0.211
H 0.295 -3.141 -0.742 0.064 0.514 0.195 0.230
H -3.004 -0.122 1.331 0.565 -0.329 1.056 0.118
```
Positions in Å, forces in eV/Å.

Formula: C5H12
Source: the Open Molecules 2025 dataset
Level of theory: ωB97M-V/def2-TZVPD

Values from the calculation:
Molar mass: 72.15 g/mol
Lowest unoccupied orbital energy: 1.157 eV
Net charge: 0
Structure (SMILES): CCC(C)C
E_tot: -5377.41207 eV
Relative energy (zero: lowest compared OMol25 entry of this formula, charge and spin): 2.5278 eV

```
17
Properties=species:S:1:pos:R:3:forces:R:3:nbo_charge:R:1
C -0.366 -1.438 1.490 -1.384 -0.730 0.987 -0.620
C 0.397 -0.202 1.057 -2.370 1.060 -1.128 -0.428
C -0.267 0.531 -0.168 1.396 -1.894 -2.250 -0.242
C 0.564 1.645 -0.698 2.628 1.592 -1.574 -0.602
C -0.379 -0.381 -1.417 -0.762 -2.432 -0.171 -0.614
H -0.258 -1.412 2.789 -0.781 -0.789 -4.023 0.224
H 0.133 -2.436 0.973 -1.680 2.443 1.642 0.222
H -1.539 -1.212 1.042 3.091 -1.356 1.876 0.211
H 0.245 0.585 1.766 0.637 0.207 1.125 0.201
H 1.404 -0.481 0.932 1.437 0.324 -0.392 0.206
H -1.264 0.858 0.054 -0.563 0.169 0.636 0.201
H 1.627 1.233 -0.980 -1.813 0.704 0.632 0.198
H 0.737 2.442 0.019 0.054 0.216 0.212 0.204
H 0.244 2.178 -1.682 -0.028 -1.157 1.684 0.215
H -1.137 0.025 -2.167 0.975 -0.543 0.979 0.212
H 0.641 -0.481 -1.981 -1.853 -0.073 1.192 0.208
H -0.782 -1.454 -1.027 1.015 2.258 -1.427 0.204
```
Positions in Å, forces in eV/Å.